Record 1
The following is a quantum chemistry calculation of a molecular structure, C17H15BrN4O3SSiZr, from the Open Molecules 2025 dataset.

Values from the calculation:
ΔE to the lowest compared entry with this formula, charge and spin = 0.0 kcal/mol
Lowest unoccupied orbital energy = -0.820 eV
Frontier orbital gap = 8.4 eV

ORCA input file:
```
! RIJCOSX wB97M-V def2-TZVPD def2/J DEFGRID3
* xyz 0 1
Zr -0.37 0.60 0.00
Br -2.40 2.11 -7.18
S 3.66 -0.08 2.48
Si -2.16 -4.32 -0.33
O -1.28 1.17 -1.94
O -1.98 1.43 0.99
O 0.78 0.46 -1.79
N 0.31 2.99 -0.20
N 1.18 0.33 1.34
N -3.15 6.01 0.87
N -3.81 2.56 1.62
C -1.96 3.75 0.67
C -1.16 -1.43 -0.12
C -2.12 -5.06 1.38
C -1.00 -5.24 -1.49
C -0.95 1.53 -6.12
C -1.11 1.42 -4.75
C -0.68 3.49 0.17
C 2.25 0.15 1.83
C -2.59 2.57 1.09
C 0.26 1.24 -6.72
C -1.57 -2.57 -0.21
C 1.33 0.81 -5.94
C 1.19 0.69 -4.57
C -3.90 -4.31 -1.01
C -2.57 5.02 0.77
C -0.03 0.99 -3.98
C -0.19 0.87 -2.53
H 2.01 0.36 -3.95
H 0.02 -5.22 -1.11
H -4.23 1.68 1.87
H -4.57 -3.76 -0.36
H -4.34 3.41 1.72
H -4.28 -5.33 -1.10
H 0.37 1.33 -7.79
H -2.77 -4.50 2.06
H -1.11 -5.04 1.79
H 2.28 0.58 -6.42
H -1.01 -4.78 -2.48
H -3.93 -3.85 -2.00
H -1.31 -6.28 -1.60
H -2.46 -6.10 1.37
H -2.05 1.65 -4.27
*
```

Record 2
The following is a quantum chemistry calculation of a molecular structure, C17H15BrO2Tm in a non-equilibrium geometry, from the Open Molecules 2025 dataset.

Values from the calculation:
Lowest unoccupied orbital energy (spin up / spin down) = 1.659 / 1.661 eV
Expectation value of S² = 2.00
Frontier orbital gap (spin up / spin down) = 3.8 / 3.8 eV

ORCA input file:
```
! RIJCOSX wB97M-V def2-TZVPD def2/J DEFGRID3
* xyz -1 3
Tm -0.32 -0.17 0.19
Br 0.58 -2.02 -1.38
O -1.63 0.19 2.06
O -2.49 0.03 0.01
C 3.07 -4.60 -1.07
C -2.66 0.33 1.27
C 4.60 -3.12 -1.96
C 0.73 2.03 0.79
C 0.98 1.36 -1.42
C 4.22 -3.82 -0.77
C -4.92 1.06 0.65
C -6.52 1.89 2.28
C -5.57 1.69 3.30
C -3.98 0.86 1.67
C -4.30 1.18 2.99
C 1.66 1.48 -0.16
C 3.67 -3.47 -2.99
C -6.18 1.57 0.95
C 2.73 -4.38 -2.44
C -0.51 2.26 0.11
C -0.37 1.81 -1.25
H -5.83 1.93 4.33
H 5.45 -2.45 -2.07
H 0.96 2.36 1.81
H -6.91 1.72 0.15
H -7.51 2.28 2.51
H -4.64 0.82 -0.37
H -1.36 2.83 0.50
H 1.43 1.08 -2.37
H 2.73 1.33 0.00
H -3.55 1.02 3.76
H -1.11 1.92 -2.04
H 1.89 -4.84 -2.98
H 3.69 -3.11 -4.02
H 2.54 -5.26 -0.38
H 4.74 -3.78 0.19
*
```

Record 3
The following is a quantum chemistry calculation of a molecular structure, C17H15ClCoO2 in a non-equilibrium geometry, from the Open Molecules 2025 dataset.

Values from the calculation:
Lowest unoccupied orbital energy = 4.444 eV
Expectation value of S² = 3.76
Frontier orbital gap = 4.7 eV

ORCA input file:
```
! RIJCOSX wB97M-V def2-TZVPD def2/J DEFGRID3
* xyz -2 4
Co -0.21 0.15 0.16
Cl 1.56 1.34 0.16
O -1.25 -0.08 2.92
O -1.79 0.94 0.97
C -3.20 1.32 2.92
C -1.23 -1.99 -0.01
C 0.94 -2.04 0.79
C -4.45 1.83 4.99
C -0.43 -2.19 1.17
C -0.82 0.98 -5.50
C -5.08 2.90 2.89
C -1.13 2.22 -4.85
C -4.05 2.20 2.24
C -0.33 -1.84 -1.13
C 0.10 2.86 -4.51
C 1.18 2.02 -4.95
C 0.61 0.86 -5.56
C -5.28 2.70 4.26
C 1.00 -1.87 -0.63
C -3.42 1.14 4.32
C -2.00 0.64 2.24
H -5.72 3.60 2.32
H -2.13 2.60 -4.66
H -1.54 0.26 -5.89
H 1.91 -1.86 -1.23
H -6.07 3.24 4.78
H -0.63 -1.79 -2.18
H 0.21 3.82 -4.01
H -2.33 -2.00 -0.04
H -3.88 2.38 1.18
H -2.75 0.50 4.91
H -4.61 1.69 6.07
H 1.16 0.03 -6.00
H -0.81 -2.48 2.16
H 1.80 -2.04 1.46
H 2.24 2.23 -4.84
*
```

Record 4
The following is a quantum chemistry calculation of C17H15FN4O2S in the gas phase in a non-equilibrium geometry, from the Open Molecules 2025 dataset.

Values from the calculation:
ΔE to the lowest compared entry with this formula, charge and spin = 57.9 kcal/mol
Lowest unoccupied orbital energy = 0.170 eV
SMILES = CN1c2ccc(Nc3ccc(F)cc3)cc2-c2c(cnn2C)S1(=O)=O
Frontier orbital gap = 8.3 eV

ORCA input file:
```
! RIJCOSX wB97M-V def2-TZVPD def2/J DEFGRID3
* xyz 0 1
S 2.03 0.68 3.57
F -1.57 -3.07 -5.37
O 3.07 1.29 4.38
O 1.37 -0.49 4.20
N 0.85 1.78 2.98
N -2.85 -0.15 -0.77
N 4.07 -0.61 0.40
N 2.78 -0.50 -0.07
C -3.20 -2.01 -2.25
C 3.99 -0.21 1.66
C -1.25 -1.08 -4.09
C 1.15 3.19 3.13
C -2.52 -0.81 -1.99
C 2.37 -0.97 -1.41
C -1.43 1.47 2.21
C -2.89 -2.75 -3.41
C -1.88 0.34 0.12
C 2.65 0.16 1.97
C -0.51 0.03 -0.02
C -0.03 1.28 2.02
C -2.32 1.05 1.23
C -1.93 -2.31 -4.33
C -1.58 -0.35 -2.93
C 1.88 0.05 0.86
C 0.45 0.48 0.94
H 3.24 -1.31 -2.00
H -3.39 -3.65 -3.60
H 0.26 3.79 3.32
H -3.96 -2.33 -1.50
H -1.76 1.92 3.12
H -3.79 -0.33 -0.38
H 1.70 -1.80 -1.39
H -0.21 -0.59 -0.84
H 1.91 3.38 3.91
H 1.88 -0.11 -1.94
H -1.11 0.64 -2.83
H -3.37 1.27 1.36
H 1.58 3.57 2.20
H -0.49 -0.80 -4.80
H 4.83 -0.13 2.37
*
```

Record 5
The following is a quantum chemistry calculation of a molecular structure, C17H15LiN3O5 in a non-equilibrium geometry, from the Open Molecules 2025 dataset.

Values from the calculation:
ΔE to the lowest compared entry with this formula, charge and spin = 120.1 kcal/mol
Lowest unoccupied orbital energy = 0.873 eV
Frontier orbital gap = 1.9 eV

ORCA input file:
```
! RIJCOSX wB97M-V def2-TZVPD def2/J DEFGRID3
* xyz -1 1
O -7.18 20.55 17.16
O -5.34 21.45 16.60
O -7.15 22.18 15.87
O -7.24 13.76 22.50
O -6.64 15.72 21.82
N -4.08 19.04 20.56
N -7.43 14.79 21.78
N -4.42 16.17 16.14
C -10.78 14.68 19.25
C -2.66 18.65 22.46
C -5.54 14.45 14.79
C -3.39 15.32 16.23
C -3.34 14.08 15.57
C -3.45 19.48 23.24
C -4.87 19.82 21.41
C -4.41 13.63 14.84
C -9.66 13.93 21.16
C -5.47 15.73 15.39
C -10.72 13.85 20.31
C -4.56 20.17 22.69
C -6.57 21.55 16.70
C -9.79 15.67 19.05
C -8.68 15.78 19.86
C -3.01 18.43 21.09
C -8.59 14.84 20.91
Li -5.05 19.08 17.40
H -6.40 14.13 14.22
H -11.62 14.58 18.58
H -2.51 15.73 16.71
H -9.54 13.26 21.99
H -1.73 18.22 22.82
H -4.49 12.62 14.48
H -11.51 13.14 20.50
H -2.43 13.49 15.60
H -3.16 19.73 24.26
H -5.11 20.94 23.22
H -9.85 16.50 18.35
H -2.40 17.80 20.46
H -5.71 20.31 20.94
H -7.87 16.48 19.69
H -6.35 16.35 15.37
*
```

Record 6
The following is a quantum chemistry calculation of a molecular structure, C17H15N5NiOS2 in a non-equilibrium geometry, from the Open Molecules 2025 dataset.

Values from the calculation:
Lowest unoccupied orbital energy (spin up / spin down) = -0.810 / -0.987 eV
Expectation value of S² = 2.01
Frontier orbital gap (spin up / spin down) = 6.3 / 6.1 eV

ORCA input file:
```
! RIJCOSX wB97M-V def2-TZVPD def2/J DEFGRID3
* xyz 0 3
Ni 0.40 0.38 -0.79
S 2.72 0.73 -0.83
S 4.00 3.44 -0.85
O 0.27 0.45 1.14
N 0.44 -1.58 -0.84
N 1.39 3.08 -0.88
N 0.31 2.29 -0.98
N 0.33 -3.64 -0.16
N -1.67 0.57 -1.02
C 0.35 -1.19 4.33
C -0.85 2.77 -0.73
C -1.98 1.87 -0.83
C 0.34 -0.22 3.36
C 0.35 -3.69 -1.53
C 0.41 -2.40 -1.94
C 0.36 -1.92 1.63
C 4.32 3.35 -2.64
C 0.33 -0.53 1.98
C 0.37 -2.88 2.65
C -2.65 -0.33 -1.05
C 0.36 -2.55 3.98
C -4.31 1.34 -0.73
C -3.30 2.29 -0.71
C 0.38 -2.35 0.24
C 2.53 2.44 -0.86
C -3.99 0.01 -0.89
H 0.33 0.83 3.62
H -3.52 3.34 -0.59
H -5.35 1.64 -0.62
H -0.97 3.80 -0.40
H 0.37 -3.32 4.74
H 0.32 -4.62 -2.08
H -2.35 -1.36 -1.19
H 4.42 2.31 -2.93
H 3.50 3.83 -3.18
H -4.74 -0.76 -0.89
H 0.47 -2.01 -2.94
H 0.40 -3.94 2.39
H 5.24 3.89 -2.83
H 0.30 -4.44 0.45
H 0.35 -0.91 5.38
*
```